{
  "formula": "C6H13NO",
  "method": "ωB97M-V/def2-TZVPD",
  "s2": 0.758,
  "relative_energy_kj_mol": 317.6,
  "charge": -1,
  "max_force_ev_per_a": 8.95,
  "e_tot_ha": -366.2525,
  "e_homo_ev": [0.82, -4.04],
  "homo_lumo_gap_ev": [3.11, 7.81],
  "multiplicity": 2,
  "elements": ["C", "C", "N", "C", "C", "C", "C", "H", "H", "H", "H", "H", "H", "H", "H", "H", "H", "H", "H", "H", "O"],
  "xyz": [[-2.57287, 0.36493, -0.61500], [-1.53072, 0.29089, 0.46096], [1.36917, -1.03595, -1.79195], [0.26490, -0.41106, -1.19159], [-0.08234, -0.28909, 0.09028], [0.64166, -0.51175, 1.34133], [1.27679, -1.67617, 1.77855], [-2.13449, 0.75968, -1.48837], [-3.50412, 1.00666, -0.25974], [-3.03814, -0.67053, -0.69652], [-2.00763, -0.23193, 1.35058], [-1.31084, 1.14976, 1.00755], [2.20739, -0.61057, -1.55130], [1.47796, -1.99210, -1.45037], [-0.38790, 0.05106, -1.91065], [0.82913, 0.26282, 2.01820], [1.65302, -1.63190, 2.62253], [1.36856, -2.59370, 1.23922], [1.86761, 1.99648, -0.84476], [1.38382, 3.06318, 0.18885], [2.22907, 2.70931, -0.29779]]
}

=====

{
  "formula": "C15H22N8O3SSbSe4W",
  "method": "ωB97M-V/def2-TZVPD",
  "relative_energy_kj_mol": 435.1,
  "charge": 1,
  "max_force_ev_per_a": 3.67,
  "e_tot_ha": -11559.5870,
  "e_homo_ev": [-10.92, -10.35],
  "homo_lumo_gap_ev": [5.86, 5.31],
  "elements": ["W", "N", "C", "C", "O", "N", "C", "C", "O", "O", "H", "H", "H", "H", "H", "H", "Se", "Sb", "Se", "Se", "Se", "C", "N", "C", "C", "N", "N", "C", "N", "N", "H", "H", "H", "H", "H", "H", "H", "H", "H", "H", "H", "S", "C", "N", "C", "C", "C", "C", "C", "C", "H", "H", "H", "H", "H"],
  "xyz": [[0.46526, 1.22034, 0.08120], [2.56345, 0.92034, 2.97704], [3.71071, 1.54026, 2.33473], [3.56136, 2.00247, 0.89590], [4.41140, 2.74225, 0.46196], [2.53062, 1.53716, 0.04586], [2.76925, 2.09547, -1.36773], [1.31841, 2.06293, -1.74644], [0.53035, 2.93484, -1.23921], [0.78749, 0.84167, -1.84529], [1.98874, 1.61637, 3.43761], [2.89242, 0.32429, 3.72933], [4.52269, 0.81157, 2.30058], [4.09338, 2.42249, 2.84842], [3.39781, 1.45565, -1.97574], [3.15928, 3.10374, -1.33702], [-3.75490, -1.99178, 3.07878], [-1.41414, -1.70397, 3.22839], [-0.42978, 0.04789, 1.79650], [0.11287, 2.99037, 1.58229], [-0.00418, -2.31194, 4.97988], [-5.32606, 1.51401, -0.02271], [-3.96007, 2.03375, -0.04595], [-3.81414, 3.47096, 0.15943], [-2.85972, 1.24591, -0.17140], [-1.68791, 1.72015, -0.44522], [-3.07881, -0.09798, 0.02694], [-2.30002, -1.12194, -0.51976], [-2.88358, -2.35948, -0.42852], [-1.15083, -0.85203, -0.97221], [-5.97660, 2.22554, -0.52624], [-5.68487, 1.38117, 1.00066], [-5.39122, 0.57335, -0.56233], [-4.58306, 3.80306, 0.85477], [-3.92354, 4.02622, -0.77357], [-2.84934, 3.69556, 0.60926], [-1.71301, 2.69513, -0.70643], [-3.84924, -0.36698, 0.62108], [-3.71125, -2.51043, 0.12086], [-2.35794, -3.16789, -0.70698], [-0.70159, -1.64765, -1.41360], [2.94183, -3.21730, 0.96982], [2.17159, -1.68192, 1.01610], [1.66646, -1.25167, -0.08258], [1.88574, -2.17518, -1.12178], [1.49982, -2.05417, -2.46466], [1.79807, -3.08141, -3.33606], [2.47825, -4.23252, -2.90858], [2.86335, -4.36734, -1.59537], [2.56305, -3.32647, -0.71370], [2.12709, -1.10628, 1.93668], [0.99556, -1.16916, -2.81914], [1.50481, -2.99272, -4.37436], [2.70142, -5.01963, -3.61742], [3.39327, -5.24708, -1.25409]]
}

=====

{
  "formula": "C49H81CaN3O6SSb2",
  "method": "ωB97M-V/def2-TZVPD",
  "relative_energy_kj_mol": 123.8,
  "charge": -2,
  "max_force_ev_per_a": 0.36,
  "e_tot_ha": -4087.9180,
  "e_homo_ev": -2.42,
  "homo_lumo_gap_ev": 6.24,
  "elements": ["Ca", "C", "N", "C", "C", "C", "N", "C", "C", "C", "C", "C", "C", "C", "O", "C", "C", "C", "C", "C", "C", "C", "C", "C", "C", "C", "C", "C", "C", "C", "O", "C", "C", "C", "C", "C", "C", "C", "C", "H", "H", "H", "H", "H", "H", "H", "H", "H", "H", "H", "H", "H", "H", "H", "H", "H", "H", "H", "H", "H", "H", "H", "H", "H", "H", "H", "H", "H", "H", "H", "H", "H", "H", "H", "H", "H", "H", "H", "H", "H", "H", "H", "H", "H", "H", "H", "H", "H", "H", "H", "H", "H", "H", "C", "C", "C", "C", "C", "C", "C", "S", "O", "O", "N", "C", "C", "O", "O", "H", "H", "H", "H", "H", "H", "H", "H", "H", "C", "Sb", "C", "C", "H", "H", "H", "H", "H", "H", "H", "H", "H", "C", "Sb", "C", "C", "H", "H", "H", "H", "H", "H", "H", "H", "H"],
  "xyz": [[0.08246, 0.81495, -0.23143], [3.96736, 1.38146, -3.15041], [2.60998, 1.41550, -2.65958], [2.40944, 2.59581, -1.83330], [1.65041, 1.25485, -3.73404], [0.29223, 0.63626, -3.36078], [0.28720, -0.39231, -2.30409], [-1.05521, -1.02473, -2.29927], [-1.25114, -2.21026, -1.38569], [-1.61497, -3.41656, -1.97577], [-1.89282, -4.55865, -1.24009], [-1.73913, -4.45669, 0.14389], [-1.37578, -3.28882, 0.79407], [-1.17621, -2.09955, 0.02591], [-0.94537, -0.95744, 0.60073], [-1.17082, -3.23752, 2.30872], [0.25388, -2.75388, 2.60961], [-1.33997, -4.61100, 2.96504], [-2.18910, -2.28725, 2.95638], [-2.40994, -5.85803, -1.85961], [-3.81836, -6.14595, -1.31855], [-1.49771, -7.03966, -1.50703], [-2.49636, -5.77419, -3.38341], [1.36576, -1.38505, -2.41144], [1.95712, -1.98229, -1.14141], [2.12702, -3.35089, -1.12843], [2.86384, -4.01500, -0.14508], [3.51285, -3.21716, 0.78025], [3.38547, -1.82700, 0.83192], [2.47124, -1.19545, -0.05392], [2.09401, 0.03384, 0.12216], [4.18815, -1.09032, 1.91905], [4.36711, 0.41745, 1.70150], [5.61096, -1.67699, 1.98141], [3.51484, -1.29736, 3.28263], [2.91045, -5.54031, -0.13015], [3.75250, -6.08626, 1.02271], [3.50353, -6.06703, -1.44434], [1.48256, -6.07651, 0.02479], [4.19679, 2.21034, -3.84590], [4.16247, 0.43698, -3.66573], [4.65784, 1.45307, -2.30821], [2.60437, 3.53543, -2.37213], [3.05864, 2.52477, -0.96004], [1.38831, 2.68284, -1.46698], [2.11881, 0.61586, -4.48748], [1.43396, 2.21650, -4.23037], [-0.11475, 0.19592, -4.28852], [-0.41509, 1.41729, -3.06722], [-1.26039, -1.37240, -3.32527], [-1.78550, -0.23782, -2.07629], [-1.68931, -3.43308, -3.05777], [-1.91787, -5.34268, 0.74121], [0.99484, -3.43295, 2.17878], [0.41249, -2.71101, 3.69259], [0.43118, -1.76563, 2.18958], [-0.65047, -5.34827, 2.54692], [-2.35866, -4.99358, 2.85780], [-1.12833, -4.52473, 4.03393], [-2.05366, -1.27530, 2.57995], [-2.05715, -2.27942, 4.04368], [-3.21138, -2.60991, 2.73873], [-3.80458, -6.25920, -0.23366], [-4.22239, -7.06648, -1.75310], [-4.49497, -5.32284, -1.55609], [-1.39714, -7.16190, -0.42750], [-0.49702, -6.89246, -1.91519], [-1.90195, -7.97066, -1.91787], [-3.18108, -4.98731, -3.70503], [-2.86156, -6.72378, -3.78472], [-1.51970, -5.57417, -3.82896], [2.19042, -0.90464, -2.93360], [1.02255, -2.22240, -3.03805], [1.64804, -3.92104, -1.92085], [4.13060, -3.69316, 1.53140], [4.81600, 0.62763, 0.72832], [5.03875, 0.79839, 2.47935], [3.42852, 0.95658, 1.74444], [6.09070, -1.62132, 1.00216], [5.62354, -2.71963, 2.30187], [6.21330, -1.10628, 2.69396], [2.53859, -0.81043, 3.30581], [4.12780, -0.87081, 4.08414], [3.36194, -2.35881, 3.49129], [4.79385, -5.76367, 0.95167], [3.73638, -7.17966, 1.00310], [3.36241, -5.76087, 1.98912], [4.52635, -5.70664, -1.57506], [2.91997, -5.73000, -2.30187], [3.51658, -7.16205, -1.45285], [1.03699, -5.72135, 0.95635], [1.46914, -7.17237, 0.02434], [0.84071, -5.72247, -0.78114], [-3.10722, 10.91448, -1.66170], [-2.20616, 9.70964, -1.63709], [-1.65164, 9.21050, -2.81816], [-0.84995, 8.08461, -2.80919], [-0.56776, 7.43184, -1.61122], [-1.10438, 7.92203, -0.43398], [-1.91988, 9.05034, -0.45187], [0.42052, 5.92609, -1.64057], [1.53193, 6.22449, -2.52722], [0.76284, 5.74714, -0.23291], [-0.48166, 4.85164, -2.29096], [-1.65200, 4.42444, -1.54310], [-1.43429, 3.04778, -0.93482], [-2.06208, 2.03665, -1.34725], [-0.56502, 2.96515, -0.01577], [-2.73385, 11.67711, -2.34847], [-3.19088, 11.36604, -0.67211], [-4.11740, 10.65211, -1.98778], [-1.85613, 9.71484, -3.75797], [-0.42467, 7.69275, -3.72443], [-0.86872, 7.41372, 0.49268], [-2.33606, 9.42139, 0.47956], [-2.50489, 4.36068, -2.22636], [-1.93703, 5.09202, -0.71420], [0.57249, 6.05601, 2.98342], [-0.86330, 4.49192, 2.69294], [0.52615, 2.87413, 2.99751], [-1.43939, 4.47811, 4.78672], [1.16806, 5.84994, 3.87504], [0.06774, 7.01661, 3.09954], [1.20761, 6.10712, 2.10158], [0.22365, 2.31091, 3.88069], [1.53593, 3.25929, 3.14328], [0.53443, 2.21224, 2.13734], [-0.55599, 4.40801, 5.42448], [-2.08413, 3.62052, 4.98698], [-1.99024, 5.38581, 5.04000], [-4.20109, -0.02588, 0.36544], [-3.29121, 1.39862, 1.67121], [-4.48496, 3.05258, 0.99665], [-4.59004, 0.93612, 3.33888], [-5.28439, -0.01094, 0.50199], [-3.80849, -1.02089, 0.57276], [-3.94846, 0.24259, -0.65929], [-5.54293, 2.82387, 1.14019], [-4.28539, 3.21601, -0.06184], [-4.22155, 3.95584, 1.54597], [-5.62837, 0.97497, 3.00356], [-4.44790, 1.64573, 4.15430], [-4.36918, -0.06521, 3.70953]]
}

=====

{
  "formula": "C2H8N3O2",
  "method": "ωB97M-V/def2-TZVPD",
  "relative_energy_kj_mol": 819.7,
  "charge": 1,
  "max_force_ev_per_a": 2.31,
  "e_tot_ha": -395.2451,
  "e_homo_ev": [-14.29, -14.02],
  "homo_lumo_gap_ev": [8.72, 8.63],
  "smiles": "CCNN(O)[NH+]=O",
  "elements": ["C", "C", "N", "N", "N", "O", "O", "H", "H", "H", "H", "H", "H", "H", "H"],
  "xyz": [[2.01110, -0.45687, -1.13787], [1.09790, 0.17512, -0.07543], [-0.26168, -0.13405, -0.34065], [-2.39952, -0.16217, 0.55513], [-1.13265, 0.15545, 0.59806], [-3.18496, 0.40684, 1.37921], [-0.68911, 1.01028, 1.57527], [2.69222, 0.20438, -1.67250], [2.59884, -1.17766, -0.52973], [1.39307, -0.87637, -1.87479], [1.46643, -0.40682, 0.77818], [1.13461, 1.27596, 0.07147], [-0.43565, -0.44811, -1.29796], [-2.86852, -0.73476, -0.22380], [-1.42208, 1.16877, 2.19541]]
}

=====

{
  "formula": "CH6NP",
  "method": "ωB97M-V/def2-TZVPD",
  "relative_energy_kj_mol": 100.4,
  "max_force_ev_per_a": 6.39,
  "e_tot_ha": -437.7486,
  "e_homo_ev": -8.55,
  "homo_lumo_gap_ev": 9.75,
  "smiles": "CPN",
  "elements": ["C", "N", "P", "H", "H", "H", "H", "H", "H"],
  "xyz": [[1.21235, 0.13608, 0.05686], [-1.39898, 0.38680, 0.10019], [-0.18145, -1.05887, -0.05042], [0.64295, 1.08634, 0.29771], [1.70763, 0.03321, -0.86399], [1.92755, -0.07097, 1.00539], [-1.21595, 0.71761, 0.95438], [-2.25067, -0.09956, -0.09529], [-0.44341, -1.13063, -1.40483]]
}

=====

Repeat the first record exactly.
{
  "formula": "C6H13NO",
  "method": "ωB97M-V/def2-TZVPD",
  "s2": 0.758,
  "relative_energy_kj_mol": 317.6,
  "charge": -1,
  "max_force_ev_per_a": 8.95,
  "e_tot_ha": -366.2525,
  "e_homo_ev": [0.82, -4.04],
  "homo_lumo_gap_ev": [3.11, 7.81],
  "multiplicity": 2,
  "elements": ["C", "C", "N", "C", "C", "C", "C", "H", "H", "H", "H", "H", "H", "H", "H", "H", "H", "H", "H", "H", "O"],
  "xyz": [[-2.57287, 0.36493, -0.61500], [-1.53072, 0.29089, 0.46096], [1.36917, -1.03595, -1.79195], [0.26490, -0.41106, -1.19159], [-0.08234, -0.28909, 0.09028], [0.64166, -0.51175, 1.34133], [1.27679, -1.67617, 1.77855], [-2.13449, 0.75968, -1.48837], [-3.50412, 1.00666, -0.25974], [-3.03814, -0.67053, -0.69652], [-2.00763, -0.23193, 1.35058], [-1.31084, 1.14976, 1.00755], [2.20739, -0.61057, -1.55130], [1.47796, -1.99210, -1.45037], [-0.38790, 0.05106, -1.91065], [0.82913, 0.26282, 2.01820], [1.65302, -1.63190, 2.62253], [1.36856, -2.59370, 1.23922], [1.86761, 1.99648, -0.84476], [1.38382, 3.06318, 0.18885], [2.22907, 2.70931, -0.29779]]
}

=====

> Which formula does entry 1 have?

C6H13NO